Formula: C23H34BCl16NO6
Source: the Open Molecules 2025 dataset
Level of theory: ωB97M-V with the def2-TZVPD basis set

Calculated values
- LUMO level (hartree) = 0.0004
- orbital gap (hartree) = 0.328
- HOMO energy (eV) = -8.918
- SMILES string = CB(O)[C@]1(/C(Cl)=C(/C)Cl)[C@](CCO)(CCOC(C)=O)C(=O)N[C@]1(CCO)[C@H](Cl)[C@H](C)Cl.ClC(Cl)Cl.ClC(Cl)Cl.ClC(Cl)Cl.ClC(Cl)Cl

Structure (XYZ):
```
81
Properties=species:S:1:pos:R:3:forces:R:3
C 0.36463 2.69697 -1.45388 0.73 -0.70 -0.37
B -0.58790 1.36182 -1.75989 0.65 1.83 -2.35
O -0.90927 1.31836 -3.23633 -0.82 1.24 3.36
C -1.03824 0.19204 -0.70688 0.43 -2.08 -0.41
C -1.87192 -0.80820 -1.76065 -5.34 0.85 -0.79
Cl -1.25578 -2.42754 -2.46831 -0.65 2.51 1.27
C -3.27094 -0.51244 -2.27275 3.66 -2.44 0.51
C -4.09515 -1.56776 -3.27890 -0.79 1.08 0.36
Cl -4.18440 1.02670 -1.88725 1.37 -1.75 -0.43
C -1.78378 0.56461 0.73972 -2.27 -0.24 1.71
C -3.03822 -0.47639 1.11959 -0.72 -0.63 0.38
C -3.24083 -0.77904 2.71128 -0.68 0.08 0.73
O -4.69014 -1.13575 2.87807 1.34 0.71 1.96
C -2.50255 1.97911 1.04959 -0.69 1.54 1.77
C -1.62827 3.34874 1.06596 -0.04 0.44 -2.31
O -2.29554 4.34910 1.96429 2.19 -2.07 2.73
C -1.83136 4.21207 3.34902 4.17 -0.61 2.89
C -2.98753 4.47596 4.52904 -1.04 0.85 -1.77
O -0.59117 3.95124 3.76548 -7.49 1.47 -3.52
C -0.64762 0.59130 1.91375 3.43 1.10 2.97
O -0.58004 0.86364 3.19874 -1.54 -1.41 -7.10
N 0.63301 0.36035 1.19722 -2.45 -0.77 -0.45
C 0.31968 -0.53241 -0.02259 2.24 1.03 0.73
C 0.17554 -2.06224 0.49770 -1.46 -1.10 -1.58
C 0.63944 -2.50645 1.95876 1.03 -1.39 0.96
O -0.48452 -3.09448 2.76159 0.90 2.34 0.43
C 1.76824 -0.41086 -0.77473 1.68 0.30 0.36
Cl 1.92694 -1.19067 -2.43789 -0.79 1.21 0.90
C 3.03496 -1.06305 0.10732 1.33 1.60 -0.40
C 4.40091 -0.12366 -0.13963 -0.19 0.01 1.16
Cl 3.54585 -2.75787 -0.52658 -0.74 1.47 1.00
H 0.83676 2.70549 -0.38564 -1.09 0.45 -1.98
H -0.20076 3.67877 -1.75643 1.24 -1.81 0.88
H 1.27967 2.59644 -2.21411 -1.93 0.26 1.50
H -1.30723 2.21849 -3.45654 1.15 -1.62 0.21
H -3.71896 -1.44200 -4.38852 -0.47 -0.47 2.37
H -5.24984 -1.26642 -3.30234 2.63 -0.43 0.24
H -4.06524 -2.67548 -2.88692 0.35 2.34 -0.86
H -2.95721 -1.52600 0.62144 0.10 2.03 0.71
H -4.07081 -0.01017 0.74252 2.42 -0.94 0.84
H -3.06328 0.12222 3.43266 0.09 -1.44 -1.67
H -2.64849 -1.69424 3.13528 -0.71 1.77 -1.24
H -4.83968 -1.04330 3.88191 0.19 -0.34 -2.42
H -2.86844 1.89744 2.19022 0.88 -0.11 -2.48
H -3.49341 2.22535 0.48130 2.07 -0.86 0.69
H -0.48470 3.25701 1.25534 -2.21 0.09 0.18
H -1.73809 3.83145 -0.02183 0.30 -0.86 2.48
H -3.99254 4.81140 3.97865 2.21 -0.77 1.11
H -3.26008 3.50078 5.11575 1.04 1.89 -1.11
H -2.69265 5.39004 5.21382 -0.25 -2.23 -1.33
H 1.30942 1.13412 1.04392 -0.97 -0.72 0.49
H -0.97320 -2.36489 0.37021 2.54 0.56 0.52
H 0.73103 -2.75350 -0.30298 -1.20 1.61 1.77
H 1.17022 -1.73674 2.65280 -0.98 -0.99 -1.71
H 1.40795 -3.41404 1.84118 -1.68 2.06 0.08
H -0.63970 -2.44603 3.52260 0.31 -1.38 -1.65
H 2.16576 0.70841 -0.90756 -1.44 -2.30 0.19
H 2.86583 -1.02168 1.26112 -0.07 -0.73 -2.32
H 4.50626 0.59819 0.80356 -0.27 -1.43 -2.04
H 5.36364 -0.82502 -0.12633 -2.17 1.65 -0.21
H 4.33044 0.53427 -1.10419 0.13 -1.56 1.97
C 0.47482 6.61528 -0.35574 0.04 0.04 0.18
Cl -0.38134 6.27743 -1.86982 -0.01 0.16 0.12
Cl 1.78949 5.45273 -0.11170 -0.13 0.24 0.05
Cl 1.10116 8.27271 -0.35169 -0.13 -0.24 0.01
H -0.23330 6.51275 0.47051 0.22 0.01 -0.27
C 5.89146 -1.45987 -3.23824 -0.06 -0.09 0.03
Cl 7.60339 -1.88625 -3.07371 -0.21 0.05 0.03
Cl 5.67421 0.29522 -3.12912 0.24 -0.14 -0.42
Cl 5.24180 -2.07328 -4.76830 0.04 0.07 0.23
H 5.33997 -1.92674 -2.41816 0.11 0.16 -0.24
C -0.25835 -5.33304 -5.33594 0.04 0.00 -0.03
Cl -0.83516 -7.00618 -5.42230 0.10 0.19 -0.02
Cl -1.51998 -4.21148 -5.87431 0.18 -0.11 0.04
Cl 0.26303 -4.93893 -3.68904 0.07 -0.14 -0.25
H 0.60128 -5.23030 -6.00312 -0.31 -0.03 0.24
C 4.39146 -4.88841 2.56706 -0.03 -0.11 -0.05
Cl 6.10339 -5.31479 2.73159 -0.23 0.05 0.02
Cl 4.17421 -3.13332 2.67618 0.14 -0.19 0.35
Cl 3.74180 -5.50182 1.03700 0.07 -0.27 0.40
H 3.83997 -5.35528 3.38714 0.19 0.18 -0.29
```
Forces are in eV/Å.

=====

Formula: C5H13NO
Source: the Open Molecules 2025 dataset
Level of theory: ωB97M-V with the def2-TZVPD basis set

Calculated values
- LUMO level (hartree) = 0.0310
- orbital gap (hartree) = 0.357
- energy above the lowest of the compared OMol25 structures with the same formula, charge and spin (kJ/mol) = 162.3
- HOMO energy (eV) = -8.864
- SMILES string = CN[C@@H](C)[C@H](C)O

Structure (XYZ):
```
20
Properties=species:S:1:pos:R:3:forces:R:3
C -1.99475 -0.28618 -1.49199 1.98 -0.90 0.58
N -0.66872 -0.75153 -0.88733 -1.44 0.71 0.02
C 0.16886 0.32733 -0.36900 0.44 1.31 1.82
C 0.99478 -0.17934 0.86049 1.25 1.35 -1.49
C 2.07437 -1.22765 0.46076 -0.05 1.25 0.47
O 0.17790 -0.60139 1.93738 0.01 0.06 -0.28
C -0.56090 1.65062 0.06190 -1.14 -1.37 0.89
H -1.73714 0.59756 -2.04505 -0.41 0.12 -0.79
H -2.74072 -0.03505 -0.75153 -0.18 0.15 0.32
H -2.34860 -1.12842 -2.07908 -0.15 0.30 -0.39
H -0.96843 -1.29777 -0.08134 0.41 -0.06 -0.04
H 0.90459 0.77385 -1.07104 -0.13 -1.15 -0.22
H 1.51833 0.77395 1.14337 -0.22 -0.83 0.07
H 3.05818 -0.92767 0.88619 -0.66 -0.53 0.08
H 2.21580 -1.15904 -0.61704 -0.15 -0.54 -0.04
H 1.73544 -2.19546 0.82579 0.33 -0.16 -0.33
H 0.58761 -0.18987 2.69654 -0.25 -0.14 0.49
H -1.41359 1.39782 0.71413 0.15 0.01 -0.15
H -0.01685 2.41162 0.64052 0.43 -0.42 -0.60
H -0.98616 2.04663 -0.83364 -0.20 0.85 -0.43
```
Forces are in eV/Å.

=====

Formula: C3H8N2
Source: the Open Molecules 2025 dataset
Level of theory: ωB97M-V with the def2-TZVPD basis set

Calculated values
- LUMO level (hartree) = 0.0318
- orbital gap (hartree) = 0.331
- energy above the lowest of the compared OMol25 structures with the same formula, charge and spin (kJ/mol) = 340.1
- HOMO energy (eV) = -8.143
- SMILES string = C=CN.C=N

Structure (XYZ):
```
13
Properties=species:S:1:pos:R:3:forces:R:3
C 2.68357 2.34925 -0.22418 1.18 -0.78 -0.66
N 3.79578 1.78216 0.00198 -0.90 -1.39 0.77
H 2.46004 2.81888 -1.18471 -0.45 -0.17 -0.07
H 1.91139 2.24522 0.53683 0.12 0.89 0.21
H 4.37089 1.43447 -0.76774 0.04 1.45 -0.24
C -2.20713 -2.58081 0.51344 -0.99 0.24 -1.41
C -2.17672 -1.24034 0.55900 0.93 -1.13 -0.21
N -2.00673 -0.45281 -0.57325 0.23 2.27 0.08
H -2.16986 -2.96493 -0.51536 -0.19 -0.35 0.48
H -2.62692 -3.22840 1.27362 0.76 0.20 0.29
H -1.97067 -0.79597 1.53950 -0.80 0.58 -0.52
H -2.08560 -0.60625 -1.56501 -0.13 -1.75 0.32
H -2.21954 0.53310 -0.52872 0.20 -0.05 0.98
```
Forces are in eV/Å.